The following is a DFT calculation (ωB97M-V/def2-TZVPD) of C30H18BrClLuN3O6 as an isolated structure.

Calculated values
- E_tot (eV) = -164348.67038
- M (g/mol) = 806.8
- multiplicity = 1
- LUMO (eV) = -1.3
- Kohn-Sham gap (eV) = 6.80

Geometry as XYZ:
```
60
Properties=species:S:1:pos:R:3:forces:R:3:lowdin_charge:R:1
Lu -0.900167 1.031453 0.765787 2.2 1.4 1.3 1.740
O 5.201033 -1.245647 -0.435013 0.4 -0.9 0.3 -0.010
C 5.034233 -0.088847 -0.801813 -1.1 0.4 0.9 -0.703
O 5.494333 0.614053 -1.685613 0.5 0.6 -0.7 -0.001
C 3.817533 0.593853 -0.001613 -0.1 -0.4 -0.8 -0.040
C 3.152733 1.651453 -0.611113 -0.1 0.1 0.4 0.070
C 1.920533 2.049453 -0.109313 0.3 -0.5 0.5 -0.190
N 1.348533 1.409153 0.927187 0.8 -0.1 -0.2 -0.001
C 1.965533 0.356753 1.500187 0.5 0.6 -0.4 -0.207
C 3.217233 -0.061647 1.068187 -0.2 0.3 0.2 0.064
C 1.169833 -0.304547 2.555487 -0.3 -0.2 0.4 -0.205
C 1.530433 -1.531347 3.117487 -0.1 0.3 0.0 0.012
C 0.705433 -2.105647 4.066887 -0.2 0.3 0.0 -0.021
C -0.448667 -1.436247 4.451487 0.1 0.0 0.0 -0.031
C -0.755567 -0.234547 3.837687 0.0 0.0 0.2 -0.111
N 0.016333 0.321453 2.901087 0.3 -0.4 -0.1 0.010
C 1.105433 3.159253 -0.638413 -0.3 0.5 -0.3 -0.202
C 1.550933 4.010153 -1.649413 -0.1 -0.2 0.2 0.017
C 0.707533 5.008353 -2.103913 -0.2 -0.1 0.2 -0.031
C -0.535567 5.165453 -1.505613 0.1 0.0 0.1 -0.034
C -0.903967 4.286653 -0.500713 -0.1 0.1 -0.1 -0.113
N -0.124167 3.287053 -0.091413 0.4 -0.2 -0.3 0.009
H 3.628933 2.080853 -1.480713 0.0 0.1 0.0 0.118
H 3.752233 -0.894547 1.498787 0.0 -0.2 0.0 0.121
H 2.425633 -2.045147 2.808187 0.1 0.0 -0.1 0.119
H 0.954133 -3.061847 4.500387 0.0 -0.1 0.0 0.120
H -1.105767 -1.848347 5.200087 -0.1 0.0 0.1 0.111
H -1.653067 0.316153 4.104787 0.0 -0.1 -0.1 0.126
H 2.530033 3.872753 -2.078313 0.1 0.0 0.0 0.117
H 1.008533 5.653953 -2.913813 0.1 0.1 0.0 0.116
H -1.207267 5.953953 -1.802513 -0.1 0.0 -0.1 0.110
H -1.870167 4.359053 -0.013113 0.0 0.0 -0.1 0.119
Cl -2.023767 -0.556747 -5.689013 0.0 0.0 -0.2 0.696
C -2.460267 0.091753 -4.154513 0.1 0.2 0.4 -0.666
C -3.780967 0.038953 -3.729013 0.1 0.0 0.0 -0.082
C -4.108167 0.525953 -2.479013 0.1 0.0 0.1 -0.002
C -3.134867 1.063453 -1.638613 0.0 0.1 0.2 -0.120
C -1.822767 1.160053 -2.106213 -0.4 0.1 0.2 -0.060
C -1.483567 0.675553 -3.358513 0.1 -0.1 -0.1 -0.082
C -3.582767 1.520453 -0.248613 -1.5 0.0 -1.0 -0.585
O -4.766667 1.525153 0.018587 0.4 0.0 0.0 0.087
O -2.642467 1.895353 0.555287 -1.3 1.3 0.1 -0.221
H -4.536067 -0.382347 -4.375013 0.0 0.0 0.0 0.109
H -5.127667 0.512653 -2.122713 0.0 -0.1 0.0 0.124
H -1.047067 1.671553 -1.526813 -0.2 -0.1 -0.4 0.068
H -0.467567 0.750953 -3.715213 0.1 0.0 0.0 0.114
Br 3.075333 -5.055647 0.379087 -0.3 0.1 0.0 0.759
C 1.256833 -4.520347 0.572487 0.3 0.0 0.0 -0.659
C 0.313033 -5.444747 0.999387 0.1 0.0 -0.1 -0.114
C -1.003567 -5.046947 1.160287 -0.1 0.1 0.0 -0.061
C -1.365567 -3.728047 0.942687 0.0 0.1 0.0 -0.009
C -0.410867 -2.804947 0.525687 0.0 -0.2 0.0 -0.128
C 0.906433 -3.204447 0.314087 -0.1 -0.1 -0.1 -0.062
C -0.781667 -1.372347 0.384987 0.0 -1.5 -0.4 -0.588
O -1.737867 -0.909247 1.065787 -0.9 -0.8 0.3 -0.086
O -0.116867 -0.597647 -0.359813 0.6 -0.6 -0.6 -0.082
H 0.608733 -6.464247 1.198587 0.0 0.0 0.0 0.103
H -1.750067 -5.766147 1.460187 0.0 -0.1 0.1 0.109
H -2.385367 -3.404347 1.078387 -0.1 0.0 0.1 0.121
H 1.643333 -2.496547 -0.033713 0.1 0.1 0.0 0.117
```
Positions in Å, forces in eV/Å.